C9H22N3 | ωB97M-V/def2-TZVPD

The geometry in XYZ format:
```
34
Properties=species:S:1:pos:R:3:forces:R:3:lowdin_charge:R:1
C -0.07958 1.07905 0.04417 2.69 3.71 0.24 -0.345
C 0.10436 2.09011 1.21797 -0.02 -0.55 -0.81 0.003
C 3.04756 -1.29169 -0.37320 -1.66 -0.43 3.44 -0.036
C 2.90520 1.18305 -0.47592 -0.17 3.29 -1.78 -0.056
C -3.14429 1.22990 -0.48681 5.78 1.24 0.57 -0.011
C -2.96889 -1.27093 -0.21701 -1.36 -0.90 -1.71 -0.062
C 0.02708 -1.90578 1.15033 2.06 -1.19 2.97 0.010
C 2.17169 -0.05213 -0.73094 0.97 -1.15 1.54 -0.419
C -2.29416 -0.03741 -0.75598 -0.08 -0.29 2.34 -0.290
N 1.02461 0.14172 0.14887 0.38 -3.55 0.34 0.051
N -0.97339 0.01922 0.06548 -4.88 0.51 0.04 -0.010
N -0.01982 -0.99849 0.08944 1.44 2.30 -1.50 -0.045
H -0.00172 1.77394 -0.79959 -0.57 -0.77 -0.94 0.150
H -0.81601 2.50224 1.56000 -0.77 1.05 -0.37 0.068
H 0.91640 2.81182 0.94851 -1.08 -0.39 0.26 0.099
H 0.40338 1.55293 2.07273 0.80 -0.85 1.05 0.062
H 3.29243 -1.48285 0.80104 -0.49 1.15 -2.66 0.145
H 2.48473 -2.20296 -0.59933 0.46 -0.09 -0.58 0.058
H 3.95690 -1.18568 -0.90564 0.82 -0.32 -0.58 0.069
H 3.14502 1.15340 0.54265 0.84 0.53 1.48 0.082
H 2.18682 2.04485 -0.67011 0.93 -0.75 0.43 0.098
H 3.75287 1.45894 -1.13990 -0.34 -0.82 0.53 0.120
H -3.18046 1.43998 0.58058 0.04 -0.08 0.09 0.092
H -2.58203 2.09086 -0.98905 -0.93 -0.82 0.77 0.111
H -4.08059 1.22974 -0.84104 -3.37 -0.55 -1.59 0.039
H -2.92517 -1.24205 0.81951 0.14 -0.14 2.03 0.063
H -2.50309 -2.16025 -0.60825 0.53 -0.54 0.11 0.071
H -4.03889 -1.47851 -0.46055 0.70 0.89 -0.21 0.116
H -0.26710 -1.59598 2.16302 0.51 0.95 -0.60 0.135
H -0.62848 -2.67830 0.98595 -1.59 -2.01 -0.88 0.072
H 1.05976 -2.33489 1.13993 -0.85 0.37 0.29 0.116
H 1.99566 -0.14625 -1.75458 -1.11 -0.14 -1.96 0.126
H -2.04514 -0.17985 -1.76968 0.27 0.20 -1.47 0.122
H 0.07431 -1.55776 -0.75261 -0.07 0.16 -0.87 0.196
```
Forces are in eV/Å.

Values from the calculation:
- energy (eV) = -14149.273
- net charge = +1
- molar mass (g mol⁻¹) = 172.30
- 2S+1 = 1
- structure (SMILES) = CC(C)N1[C@H](C)N(C(C)C)[N@@H+]1C
- LUMO (eV) = -2.678

=====

H11LiO6 | ωB97M-V/def2-TZVPD

The geometry in XYZ format:
```
18
Properties=species:S:1:pos:R:3:forces:R:3:lowdin_charge:R:1
Li -6.59592 -8.01425 33.19871 0.13 -0.37 -0.99 0.852
O -6.43906 -8.12996 31.29803 -0.21 -1.49 2.40 -0.439
H -6.55772 -7.32196 30.87933 0.38 2.57 -1.41 -0.046
O -6.29458 -9.68984 29.13202 1.56 -1.25 -2.19 -0.087
H -6.36946 -9.23070 29.96993 0.47 0.67 0.31 -0.062
H -5.35578 -9.72313 28.74915 -2.26 0.32 1.39 0.080
O -7.76280 -6.43095 28.64610 12.27 -1.27 8.16 0.074
H -8.45859 -6.40410 28.25151 -12.92 1.09 -8.05 -0.127
H -8.00936 -7.08885 29.32017 0.49 0.12 -0.20 0.027
O -9.10033 -8.16740 31.04184 0.85 1.19 -0.14 -0.127
H -9.45583 -8.99250 31.39608 0.89 0.12 -0.18 0.032
H -8.07398 -8.03497 31.08027 -2.05 -1.77 0.56 -0.008
O -5.78946 -10.57079 32.21955 -0.11 -2.60 1.21 -0.040
H -5.98379 -11.17389 31.48978 0.05 -0.34 0.33 0.057
H -5.85847 -9.77672 31.76702 -0.02 2.68 -1.25 -0.103
O -3.75439 -8.62793 30.72655 -0.59 0.07 0.67 -0.054
H -4.72547 -8.54052 30.73824 0.21 0.34 0.68 -0.033
H -3.63692 -8.69870 29.79737 0.85 -0.07 -1.29 0.006
```
Forces are in eV/Å.

Values from the calculation:
- energy (eV) = -12667.726
- molar mass (g mol⁻¹) = 114.02
- 2S+1 = 1
- LUMO (eV) = -1.157

=====

C30H90N15O5P5 | ωB97M-V/def2-TZVPD

The geometry in XYZ format:
```
145
Properties=species:S:1:pos:R:3:forces:R:3:mulliken_spin:R:1
O 19.94410 -10.23253 -10.03141 -2.08 0.23 -0.04 0.000
P 21.36185 -10.21795 -10.31505 3.80 -2.56 -0.84 0.000
N 21.71534 -10.57986 -11.99677 -0.24 2.81 2.75 0.002
C 20.62461 -11.05611 -12.82110 0.76 -0.38 -0.18 0.001
C 23.14944 -10.61833 -12.41453 -1.85 -0.70 -0.40 0.000
N 22.19033 -11.60525 -9.58164 -1.20 2.65 0.42 0.000
C 21.57109 -12.93713 -9.54008 0.45 0.56 -0.44 0.000
C 23.34625 -11.39340 -8.69727 0.52 0.07 -1.30 0.000
N 22.23395 -8.80257 -9.84366 -1.28 -1.67 -0.84 0.000
C 22.04908 -8.44253 -8.42662 -0.69 0.21 -0.58 0.000
C 22.30169 -7.74005 -10.83858 1.01 0.75 0.42 0.000
H 21.03524 -11.05016 -13.83078 -0.51 0.04 -0.36 0.000
H 19.68988 -10.50655 -12.70985 0.24 0.56 -0.07 0.001
H 20.31500 -12.07687 -12.59685 0.25 -0.40 0.04 0.001
H 23.37328 -11.67694 -12.28286 1.19 0.21 -0.23 0.000
H 23.82267 -9.91107 -11.93013 -0.37 -0.35 0.82 0.000
H 23.23327 -10.28358 -13.44847 -0.19 -0.46 -0.35 0.000
H 20.55592 -12.98408 -9.93418 -0.20 0.52 0.46 0.000
H 22.10778 -13.59779 -10.22097 0.38 -0.32 0.20 0.000
H 21.64362 -13.29451 -8.51289 -0.36 -0.31 -0.14 0.000
H 23.37846 -10.54916 -8.00856 -0.91 -0.16 0.23 0.000
H 23.56770 -12.31241 -8.15460 0.12 0.10 -0.11 0.000
H 24.14237 -11.12717 -9.39255 0.76 -0.44 0.30 0.000
H 23.00629 -8.45850 -7.90547 -0.34 -0.28 0.32 0.000
H 21.58111 -7.47166 -8.26384 0.36 0.51 -0.59 0.000
H 21.22136 -9.04849 -8.05813 0.64 -0.67 0.67 0.000
H 23.35348 -7.53583 -11.03895 0.18 -0.08 -0.48 0.000
H 21.97107 -6.78550 -10.42916 -0.54 -0.09 0.14 0.000
H 21.77915 -7.92811 -11.77650 -0.03 -0.28 0.18 0.000
O 15.93314 -7.63042 -14.55963 2.16 2.05 -1.79 0.010
P 16.90008 -6.74141 -15.32313 -1.17 -0.28 1.88 -0.066
N 16.39541 -6.58813 -16.99714 0.82 0.29 1.17 0.382
C 15.78513 -7.75304 -17.67269 0.33 -0.28 -0.17 -0.017
C 16.99572 -5.59267 -17.93610 1.01 -0.75 1.56 -0.016
N 18.42886 -7.62533 -15.51649 -0.97 0.42 -0.27 0.556
C 19.63625 -7.04984 -16.11388 -0.43 0.20 -0.74 -0.020
C 18.34758 -9.05744 -15.34278 0.52 -1.05 0.53 -0.032
N 17.45986 -5.21352 -14.61321 -0.14 -3.42 -2.08 0.001
C 18.30144 -5.33109 -13.43647 2.66 -0.81 0.13 -0.001
C 16.57445 -4.15365 -14.29782 -2.41 1.07 -0.32 0.001
H 15.38142 -8.53040 -17.02398 -0.48 0.79 0.42 0.002
H 16.48579 -8.34291 -18.26366 0.79 0.37 -0.12 0.018
H 15.09576 -7.37863 -18.42944 -0.41 0.00 0.41 0.014
H 17.42657 -4.75314 -17.39052 -0.93 0.42 0.20 0.001
H 16.31720 -5.31794 -18.74372 0.22 -0.16 0.13 0.008
H 17.94602 -6.04782 -18.21512 -0.19 -0.28 -1.26 0.023
H 20.08718 -7.63019 -16.91883 0.02 -1.04 0.56 0.012
H 19.40699 -6.17742 -16.72578 -0.24 0.61 0.88 0.009
H 20.35362 -6.83717 -15.32125 0.07 0.11 -0.15 0.031
H 19.20590 -9.47573 -14.81702 0.79 0.61 -0.03 0.033
H 17.57387 -9.43762 -14.67575 -0.65 0.76 -0.50 0.005
H 18.37387 -9.60409 -16.28542 -0.29 0.17 -0.34 0.041
H 18.39592 -4.33256 -13.00972 -0.27 -0.36 0.35 0.000
H 18.13303 -6.10020 -12.68267 -1.02 0.21 -0.01 0.001
H 19.33347 -5.55310 -13.70801 0.23 -0.02 -0.45 -0.002
H 15.93354 -4.42658 -13.45946 0.22 0.26 0.51 -0.001
H 15.83344 -3.89666 -15.05476 0.36 -0.04 -0.55 -0.001
H 17.19891 -3.28660 -14.08247 -0.46 0.13 -0.01 0.000
O 13.57012 -12.70318 -6.88801 -0.59 -0.35 -0.65 0.000
P 14.91466 -12.68760 -7.47332 2.51 -0.19 -0.27 0.000
N 15.19496 -13.77874 -8.81595 2.07 -1.23 -0.08 0.000
C 14.12587 -14.18987 -9.77323 0.48 1.09 1.39 0.000
C 16.60837 -14.09536 -9.40104 -1.14 0.88 1.37 0.000
N 16.13857 -13.07485 -6.28582 -0.46 0.90 -0.24 0.000
C 16.14306 -12.24639 -5.02772 -0.75 0.38 -1.49 0.000
C 16.55748 -14.42468 -5.99165 0.47 -0.24 -0.12 0.000
N 15.27961 -11.10599 -7.98271 -0.77 0.74 -0.25 0.000
C 16.61543 -10.48827 -8.45183 -2.17 -1.67 0.83 0.000
C 14.01459 -10.24557 -8.10267 1.35 0.05 0.04 0.000
H 13.90556 -13.29041 -10.34815 -0.56 -0.28 -0.45 0.000
H 13.27054 -14.53268 -9.19099 -0.16 0.13 -0.29 0.000
H 14.47810 -14.99112 -10.42286 0.08 0.09 0.16 0.000
H 16.82488 -15.08692 -9.79857 -1.17 -0.61 0.36 0.000
H 17.31577 -14.01300 -8.57588 0.16 0.57 -0.25 0.000
H 16.86838 -13.48649 -10.26693 -0.05 0.74 0.28 0.000
H 15.53122 -11.36759 -5.23135 0.06 0.13 0.08 0.000
H 15.67601 -12.73803 -4.17434 0.00 -0.41 -0.14 0.000
H 17.12924 -11.88672 -4.73412 0.23 -0.30 -0.24 0.000
H 16.06492 -14.84655 -5.11557 -0.63 -0.19 -0.17 0.000
H 16.47720 -15.06687 -6.86873 -0.23 -0.08 0.23 0.000
H 17.60131 -14.42962 -5.67783 0.37 0.16 -0.22 0.000
H 16.83612 -9.72751 -7.70308 0.46 0.11 -0.40 0.000
H 17.34928 -11.29339 -8.48842 0.14 0.21 0.35 0.000
H 16.54315 -10.12013 -9.47523 -0.20 0.31 0.13 0.000
H 13.39066 -10.49982 -8.95951 -0.08 -0.48 0.14 0.000
H 14.25553 -9.19788 -8.28265 0.66 0.04 0.04 0.000
H 13.43890 -10.23381 -7.17718 0.01 -0.45 -0.18 0.000
O 11.57839 -2.85018 -7.19928 0.61 -0.10 0.25 0.000
P 10.70715 -1.94640 -6.43971 -3.17 2.12 0.08 0.000
N 11.35958 -1.41631 -4.91774 0.82 -1.89 -0.91 0.000
C 12.79691 -1.86917 -4.74406 -1.54 0.69 0.70 0.000
C 11.15778 -0.10566 -4.30448 -1.99 -0.12 -0.72 0.000
N 9.02795 -2.60892 -6.30383 2.59 2.14 3.18 0.000
C 8.49198 -3.01246 -4.93615 -0.02 0.41 -1.44 0.000
C 8.25810 -3.05836 -7.43411 1.02 0.09 -0.55 0.000
N 10.47757 -0.41877 -7.23965 -0.29 -0.94 0.25 0.000
C 9.24123 0.32469 -7.31448 -1.74 -1.47 0.55 0.000
C 11.63363 0.31355 -7.65025 0.72 -0.47 -0.12 0.000
H 12.97895 -2.88594 -5.09212 -0.12 0.30 -0.12 0.000
H 12.94710 -1.80473 -3.66638 0.40 -0.19 0.00 0.000
H 13.41324 -1.11188 -5.22856 0.44 -0.28 -0.14 0.000
H 10.16578 0.24694 -4.58682 0.07 0.32 -0.90 0.000
H 11.90281 0.63899 -4.58469 0.11 -0.07 0.12 0.000
H 10.90889 -0.08613 -3.24346 1.15 -0.69 0.48 0.000
H 7.49769 -2.57282 -4.85743 -0.23 -0.28 0.01 0.000
H 8.44458 -4.09820 -4.85232 -0.15 -0.09 -0.09 0.000
H 9.01892 -2.65631 -4.05094 0.60 0.24 -0.55 0.000
H 8.51406 -2.47068 -8.31571 0.46 -0.16 -0.14 0.000
H 8.54423 -4.09812 -7.59263 -0.68 -0.23 -0.49 0.000
H 7.18434 -2.87946 -7.37803 -0.08 -0.31 0.72 0.000
H 9.21766 1.35026 -7.68292 0.89 -0.20 -0.25 0.000
H 8.55971 -0.28914 -7.90341 -0.33 0.44 -0.48 0.000
H 8.70704 0.35822 -6.36494 0.18 0.18 0.43 0.000
H 11.91339 1.06132 -6.90817 0.25 0.27 -0.03 0.000
H 11.48203 0.78579 -8.62087 -0.13 0.18 0.00 0.000
H 12.44936 -0.39372 -7.80005 0.24 0.09 0.13 0.000
O 18.64384 -3.62115 -8.73365 2.30 1.94 -0.84 0.000
P 17.54557 -4.40874 -8.26887 -2.61 -4.09 1.47 0.000
N 17.20251 -5.82342 -9.22875 -0.59 -0.52 -0.34 0.000
C 18.27695 -6.80754 -9.51293 0.11 0.53 1.25 0.000
C 16.40236 -5.74939 -10.45307 -0.50 2.31 0.93 0.000
N 16.15505 -3.55820 -7.94346 -1.73 0.70 -0.90 0.000
C 14.73322 -3.91127 -8.04185 0.12 -1.31 -0.54 0.000
C 16.23858 -2.15910 -7.49263 0.96 -0.70 0.59 0.000
N 17.86114 -5.24805 -6.84525 2.44 1.09 -0.19 0.000
C 16.86290 -5.95641 -6.13321 -1.38 -0.18 -0.01 0.000
C 19.07565 -4.93641 -6.08753 0.11 -0.15 0.05 0.000
H 17.85061 -7.75713 -9.83637 -0.15 0.16 -0.21 0.000
H 18.86172 -7.05753 -8.62768 -0.09 0.23 0.22 0.000
H 18.99236 -6.42780 -10.24238 0.04 0.03 -0.35 0.000
H 16.04825 -6.68705 -10.88141 0.53 -0.14 0.15 0.000
H 16.93414 -5.08388 -11.13309 0.02 -0.47 -0.78 0.000
H 15.51569 -5.16154 -10.21570 -0.31 -0.14 -0.07 0.000
H 14.10182 -3.77664 -7.16360 0.54 0.49 0.49 0.000
H 14.24579 -3.33993 -8.83183 0.00 0.00 -0.15 0.000
H 14.61915 -4.97687 -8.24082 0.07 -0.03 -0.31 0.000
H 15.44864 -1.48841 -7.83068 0.01 -0.33 -0.80 0.000
H 16.07510 -2.19403 -6.41552 0.41 0.32 0.32 0.000
H 17.23289 -1.79951 -7.75746 -0.16 0.40 0.27 0.000
H 16.79922 -6.99711 -6.45096 -0.11 -0.20 0.03 0.000
H 16.94393 -5.93287 -5.04648 0.58 0.13 0.01 0.000
H 15.90369 -5.47124 -6.31387 -0.30 -0.26 -0.10 0.000
H 19.42557 -5.81331 -5.54283 -0.17 -0.21 0.06 0.000
H 18.89652 -4.15332 -5.35079 0.03 0.17 0.14 0.000
H 19.92193 -4.63613 -6.70540 -0.34 0.15 -0.28 0.000
```
Forces are in eV/Å.

Values from the calculation:
- energy (eV) = -111595.866
- net charge = +1
- molar mass (g mol⁻¹) = 896.02
- 2S+1 = 2
- LUMO (spin up / spin down) (eV) = -2.314 / -7.024